Formula: C40H72B2ClIN4O8S2
Source: the Open Molecules 2025 dataset
Level of theory: the ωB97M-V functional and the def2-TZVPD basis

Summary:
- largest force on an atom (eV Å⁻¹) = 5.1
- charge = 0
- gap between HOMO and LUMO (eV) = 7.413
- multiplicity = 1
- energy (eV) = -108623.691
- HOMO energy (eV) = -7.92

XYZ file:
```
130
Properties=species:S:1:pos:R:3:forces:R:3
C -9.840 2.513 1.230 0.21 0.15 0.53
C -8.410 2.356 1.980 -0.47 0.25 -0.55
C -7.341 1.650 0.999 0.32 0.06 0.69
C -6.646 0.376 1.732 0.88 0.44 -0.73
C -5.201 0.784 2.380 -0.87 0.02 0.05
C -5.072 0.277 3.897 0.03 -0.96 -0.89
C -3.577 0.229 4.465 -0.38 0.45 0.50
C -2.824 1.660 4.470 0.23 -0.42 0.46
C -1.221 1.392 4.633 -0.32 -0.67 -1.39
C -0.449 1.732 3.259 1.55 0.82 -2.13
C -0.533 3.191 2.682 1.74 -2.73 -1.69
C 0.145 3.601 1.347 -0.03 -3.74 1.31
B 0.108 5.078 0.672 0.60 0.48 -0.61
O 1.414 5.698 0.426 -1.99 -0.56 1.15
N -1.121 5.817 0.271 1.09 1.04 2.01
C -2.189 5.731 1.323 -0.58 -0.44 1.12
C -0.819 7.302 0.170 -0.05 0.91 -0.80
C 0.928 2.497 0.591 -0.98 -2.23 2.47
C 1.055 1.031 1.145 -2.25 2.45 2.16
C 0.374 0.630 2.501 -0.29 3.18 -1.61
C 0.563 -0.866 3.015 0.54 0.75 -0.43
C -0.400 -1.942 2.319 0.40 -0.36 0.98
C -0.351 -3.268 3.265 0.66 -0.07 -0.14
C -1.595 -4.239 2.947 0.21 1.46 0.03
S -1.066 -6.017 2.975 3.22 -2.49 3.01
O 0.314 -6.251 2.426 -3.90 1.25 0.38
O -1.205 -6.579 4.363 -0.45 1.88 -3.53
Cl -2.473 -7.036 1.783 0.70 0.82 0.45
N 1.787 -0.046 0.430 -0.14 1.68 -0.61
B 3.263 -0.003 0.676 2.02 1.13 0.09
O 4.150 -1.134 0.670 -1.53 1.45 -1.18
O 3.851 1.307 0.943 -0.19 -1.93 -1.32
C 1.446 -0.108 -1.008 -1.12 -1.50 -3.70
C 1.103 -1.497 -1.597 -0.26 3.24 -2.29
C 0.690 -1.595 -3.111 0.96 2.57 0.26
C 0.280 -2.989 -3.782 -0.70 1.04 0.72
O -0.268 -3.830 -2.706 -0.94 1.90 -1.63
O 0.644 -4.780 -2.338 1.98 -1.30 1.53
C 0.658 -0.331 -4.028 1.15 0.68 4.09
I 0.150 -0.355 -6.144 0.35 -0.13 1.65
C 1.004 1.079 -3.426 -0.30 -2.51 1.99
O 0.959 2.256 -4.219 -0.37 -1.75 1.29
C 1.385 1.164 -1.935 -0.67 -2.71 -0.01
S 1.771 2.766 -1.055 -1.32 -1.16 0.27
H -10.642 2.190 1.982 0.87 0.62 -1.34
H -9.897 1.853 0.297 0.06 0.83 1.45
H -10.026 3.591 0.892 0.19 -1.53 0.56
H -8.596 1.771 2.951 0.51 0.61 -1.57
H -8.008 3.384 2.320 -0.72 -1.57 -0.62
H -7.795 1.339 -0.016 0.46 0.45 1.80
H -6.556 2.461 0.747 -0.99 -1.53 0.31
H -7.325 -0.069 2.545 0.89 0.67 -1.34
H -6.428 -0.408 0.919 -0.52 0.94 1.39
H -5.186 1.936 2.359 0.44 -1.75 -0.02
H -4.387 0.330 1.696 -1.06 0.96 1.26
H -5.806 0.885 4.523 1.20 -0.71 -0.58
H -5.464 -0.813 3.904 0.55 1.66 0.10
H -3.633 -0.136 5.563 0.18 0.54 -1.69
H -2.947 -0.567 3.909 -1.06 1.38 0.59
H -3.193 2.250 5.385 0.45 -0.78 -1.41
H -3.059 2.281 3.526 0.46 -1.11 1.46
H -1.133 0.248 4.783 0.07 1.93 -0.03
H -0.774 1.906 5.545 -0.53 -0.50 -1.37
H -1.133 3.971 3.261 0.99 -1.29 -0.89
H 1.851 5.813 1.300 -0.08 -0.44 -0.93
H -2.584 4.660 1.478 0.66 1.65 -0.43
H -1.736 6.081 2.333 -0.89 -0.50 -1.32
H -3.075 6.442 1.126 1.44 -1.25 -0.04
H -1.787 7.928 0.231 1.42 -1.20 -0.19
H -0.317 7.562 -0.833 -0.64 -0.52 1.66
H -0.151 7.648 1.028 -0.79 -0.36 -1.15
H 0.473 -0.883 4.151 -0.06 -0.01 -1.54
H 1.655 -1.168 2.780 -1.76 0.43 0.41
H -1.483 -1.557 2.252 1.67 -0.49 -0.01
H 0.026 -2.187 1.274 -0.95 0.42 1.61
H -0.345 -2.981 4.384 -0.24 -0.40 -1.85
H 0.652 -3.813 3.095 -1.63 0.80 0.13
H -2.372 -4.062 3.779 0.97 -0.81 -1.56
H -1.983 -3.959 1.908 0.35 -0.81 1.47
H 4.951 -0.963 0.130 -0.58 -0.11 0.83
H 4.631 1.442 0.351 -0.74 -0.13 1.06
H 1.140 -2.429 -0.925 -0.08 1.74 -1.25
H 1.115 -3.501 -4.363 -1.01 0.59 1.03
H -0.614 -2.814 -4.492 1.49 -0.23 1.12
H 0.857 -4.594 -1.389 -0.31 -0.02 -1.02
H 0.028 2.558 -4.306 0.72 -0.39 0.15
C 1.624 -10.116 -6.627 -0.05 0.01 -0.08
C 1.103 -9.021 -5.703 0.02 -0.03 -0.17
N 1.118 -7.690 -6.301 0.19 0.34 0.02
C 0.887 -6.620 -5.333 0.15 -0.08 0.17
C -0.474 -6.568 -4.643 -0.20 0.27 0.13
C 0.414 -7.545 -7.570 0.17 -0.27 -0.17
C -1.072 -7.901 -7.603 -0.26 0.09 -0.16
H 2.630 -9.884 -6.985 -0.10 0.05 0.00
H 1.672 -11.065 -6.085 -0.03 0.09 -0.01
H 0.972 -10.269 -7.490 0.06 0.01 0.02
H 1.749 -9.016 -4.819 -0.12 0.26 -0.02
H 0.098 -9.300 -5.357 -0.04 -0.10 0.08
H 1.076 -5.652 -5.813 -0.02 -0.15 -0.18
H 1.656 -6.699 -4.555 -0.01 -0.14 -0.08
H -1.250 -6.192 -5.310 -0.04 -0.13 -0.02
H -0.428 -5.882 -3.793 -0.06 -0.27 -0.23
H -0.783 -7.541 -4.255 0.02 0.02 -0.07
H 0.926 -8.160 -8.318 0.02 -0.04 0.15
H 0.539 -6.521 -7.940 0.07 -0.01 0.27
H -1.293 -8.831 -7.075 0.05 0.05 0.01
H -1.393 -8.034 -8.640 0.03 0.00 0.05
H -1.687 -7.106 -7.181 -0.01 -0.13 0.07
C 5.246 5.876 3.838 -0.06 -0.03 -0.04
C 6.228 6.291 2.748 -0.11 -0.15 0.03
N 6.790 5.169 2.004 0.40 -0.14 -0.07
C 7.924 5.543 1.163 0.13 0.05 0.20
C 7.663 6.506 0.005 0.11 0.06 -0.24
C 5.829 4.260 1.387 -0.29 -0.04 0.32
C 4.834 4.849 0.389 -0.13 -0.18 -0.22
H 5.703 5.165 4.531 -0.03 0.00 -0.11
H 4.940 6.754 4.413 0.04 -0.04 -0.07
H 4.340 5.428 3.423 0.05 -0.03 0.04
H 7.045 6.828 3.243 0.10 -0.10 -0.24
H 5.734 7.013 2.084 -0.05 0.12 0.02
H 8.396 4.636 0.767 -0.20 -0.04 0.08
H 8.687 5.994 1.809 -0.15 0.00 0.10
H 7.155 6.011 -0.823 -0.06 0.09 0.04
H 8.615 6.878 -0.385 -0.05 -0.03 0.04
H 7.077 7.375 0.310 0.00 -0.07 0.00
H 5.260 3.771 2.184 0.06 0.12 0.01
H 6.368 3.437 0.903 0.22 0.20 0.06
H 4.398 5.789 0.734 0.07 -0.01 -0.01
H 4.008 4.146 0.238 0.05 0.06 0.03
H 5.291 5.015 -0.587 -0.07 0.14 0.05
```
Forces are in eV/Å.

Atomic partial charges in e from the Mulliken method, atoms 1 to 6: number 1, C, carries -0.917; number 2, C, carries -0.364; number 3, C, carries -0.660; number 4, C, carries -0.771; number 5, C, carries -0.001; number 6, C, carries -0.934